1.
Formula: C22H33N2ORe
Source: OMol25
Level of theory: ωB97M-V/def2-TZVPD

Structure (XYZ):
```
59
Properties=species:S:1:pos:R:3:lowdin_charge:R:1
C -2.62 0.94 0.73 -0.35
C -2.04 1.80 -0.27 -0.35
C -0.83 2.34 0.26 -0.34
C -0.61 1.78 1.57 -0.36
C -1.74 0.93 1.87 -0.36
Re -0.72 0.23 0.18 1.55
C 2.13 -1.98 0.45 -0.33
C 0.81 -2.38 0.45 -0.12
H 0.51 -3.26 -0.13 0.13
C -0.25 -1.69 1.16 -0.21
H -0.05 -1.47 2.22 0.07
H -1.22 -2.20 1.07 0.06
C 3.20 -2.83 -0.18 -0.05
H 2.85 -3.32 -1.09 0.09
H 4.06 -2.20 -0.42 0.09
H 3.57 -3.62 0.49 0.10
C 2.65 -1.19 1.63 -0.03
H 1.88 -0.61 2.14 0.06
H 3.09 -1.84 2.42 0.11
H 3.44 -0.50 1.32 0.09
C -2.62 2.10 -1.61 -0.01
H -3.27 1.29 -1.95 0.08
H -3.21 3.03 -1.59 0.10
H -1.83 2.24 -2.36 0.09
C -0.03 3.41 -0.42 -0.02
H 0.30 3.08 -1.41 0.09
H -0.64 4.31 -0.57 0.10
H 0.85 3.68 0.17 0.08
C 0.39 2.22 2.59 -0.01
H 1.32 2.56 2.12 0.06
H 0.00 3.05 3.19 0.10
H 0.64 1.40 3.27 0.08
C -2.05 0.32 3.20 -0.02
H -1.13 0.01 3.72 0.08
H -2.57 1.03 3.85 0.10
H -2.69 -0.56 3.09 0.08
C -3.98 0.31 0.66 -0.02
H -4.06 -0.53 1.37 0.08
H -4.76 1.05 0.92 0.10
H -4.19 -0.05 -0.35 0.07
C 1.44 0.35 -0.69 -0.19
C 1.98 -0.71 -1.41 -0.21
C 2.33 1.38 -0.38 -0.13
C 3.05 -0.46 -2.33 -0.06
H 1.13 -1.39 -1.64 0.09
C 3.52 1.55 -1.11 -0.05
H 2.14 2.05 0.46 0.07
C 3.84 0.65 -2.14 -0.08
H 3.23 -1.17 -3.14 0.11
H 4.17 2.38 -0.87 0.11
H 4.74 0.82 -2.75 0.11
N -1.44 -2.42 -3.22 0.20
C -1.74 -1.94 -1.98 -0.57
N -2.84 -2.45 -1.40 0.21
O -0.98 -1.08 -1.47 -0.15
H -2.02 -3.09 -3.67 0.11
H -0.63 -2.02 -3.69 0.14
H -3.10 -2.15 -0.46 0.11
H -3.38 -3.15 -1.87 0.12
```

## Properties
**Charge**: +1
**E_HOMO (spin up / spin down)**: -10.29 / -9.93 eV
**E**: -30498.164 eV
**Expectation value of S²**: 3.774
**ΔE to the lowest compared entry with this formula, charge and spin**: 0.0000 eV
**Strongest force on any atom**: 0.13555 Eh/bohr
**Spin multiplicity**: 4

2.
Formula: C22H33N3O3PTa
Source: OMol25
Level of theory: ωB97M-V/def2-TZVPD

Structure (XYZ):
```
63
Properties=species:S:1:pos:R:3:lowdin_charge:R:1
Ta 0.06 -0.67 0.27 1.89
O 1.49 -0.23 4.07 0.29
C 1.41 -0.34 2.91 -0.35
N 0.11 -0.48 2.16 -0.07
C -1.11 -0.61 3.03 -0.33
O -1.10 -0.51 4.19 0.29
C -2.29 -0.87 2.16 -0.16
C -3.55 -1.04 2.67 0.10
C -4.61 -1.23 1.78 0.09
C -4.35 -1.21 0.41 0.05
C -3.06 -1.03 -0.03 -0.10
N -2.01 -0.88 0.83 -0.07
C 2.53 -0.36 1.93 -0.20
C 3.85 -0.30 2.31 0.10
C 4.82 -0.33 1.30 0.10
C 4.42 -0.39 -0.03 0.05
C 3.08 -0.45 -0.34 -0.07
N 2.13 -0.44 0.64 -0.09
H -3.69 -1.01 3.75 0.17
H -5.61 -1.38 2.15 0.16
H -5.15 -1.33 -0.31 0.15
H -2.85 -0.99 -1.09 0.11
H 4.10 -0.24 3.36 0.17
H 5.87 -0.31 1.56 0.16
H 5.15 -0.40 -0.83 0.15
H 2.74 -0.49 -1.37 0.13
C 1.79 3.02 0.84 -0.09
C 0.29 3.02 0.53 -0.35
P -0.32 1.78 -0.65 0.89
C -2.10 2.07 -0.91 -0.36
C -2.49 3.56 -0.93 -0.09
C 0.61 1.90 -2.22 -0.37
C 0.24 3.15 -3.04 -0.08
H 2.01 3.86 1.50 0.11
H 2.39 3.16 -0.06 0.09
H 2.11 2.11 1.35 0.04
H 0.01 3.97 0.06 0.11
H -0.31 2.94 1.44 0.11
H -2.64 1.57 -0.11 0.06
H -2.37 1.59 -1.86 0.10
H -2.36 4.03 0.04 0.09
H -3.55 3.62 -1.18 0.11
H -1.95 4.13 -1.69 0.08
H 0.43 1.00 -2.81 0.07
H 1.67 1.93 -1.95 0.08
H -0.78 3.09 -3.43 0.09
H 0.91 3.20 -3.90 0.11
H 0.36 4.07 -2.48 0.09
C 1.34 -3.85 0.98 -0.03
C 1.26 -3.51 -0.48 -0.11
O 0.17 -2.45 -0.74 -0.38
C -0.83 -2.84 -1.81 -0.14
C -0.79 -1.82 -2.92 -0.03
H 2.03 -4.70 1.08 0.13
H 0.38 -4.18 1.37 0.11
H 1.75 -3.05 1.60 0.06
H 0.95 -4.37 -1.06 0.14
H 2.17 -3.10 -0.91 0.13
H -1.80 -2.90 -1.31 0.11
H -0.56 -3.84 -2.14 0.14
H -0.92 -0.79 -2.54 0.04
H -1.61 -2.01 -3.62 0.13
H 0.14 -1.87 -3.48 0.11
```

## Properties
**Charge**: +4
**E_HOMO**: -22.76 eV
**E**: -44761.149 eV
**ΔE to the lowest compared entry with this formula, charge and spin**: 0.0000 eV
**Strongest force on any atom**: 0.01445 Eh/bohr

3.
Formula: C22H33NO2S
Source: OMol25
Level of theory: ωB97M-V/def2-TZVPD

Structure (XYZ):
```
59
Properties=species:S:1:pos:R:3:lowdin_charge:R:1
C -1.60 -4.61 0.28 -0.08
C -0.99 -3.43 0.97 -0.32
H -1.75 -2.92 1.61 0.13
H -0.22 -3.72 1.57 0.09
O -0.72 -2.58 -0.10 -0.06
C -0.47 -1.30 0.62 -0.18
O -0.53 -1.12 1.92 0.02
C -0.09 -0.19 -0.65 -0.33
C 0.96 -0.78 -1.54 -0.12
H 0.73 -1.81 -1.84 0.13
C 2.27 -0.76 -0.68 -0.33
N 2.69 0.43 -0.34 -0.08
C 1.88 0.68 0.63 -0.33
C 0.51 1.16 0.13 -0.02
H -0.20 1.42 0.74 0.05
H 0.51 1.79 -0.56 0.05
H 2.25 1.67 1.14 0.15
H 1.71 0.14 1.69 0.18
C 4.32 0.39 0.08 -0.29
C 5.00 0.64 -1.01 -0.30
C 6.47 0.37 -1.03 -0.19
H 6.95 0.66 -1.71 -0.06
H 6.73 -0.52 -0.54 0.08
S 7.13 1.58 0.46 0.96
C 6.08 1.23 1.40 -0.92
C 4.70 1.26 1.25 -0.28
H 4.47 2.09 0.95 0.03
H 4.06 1.20 2.12 0.14
H 6.27 1.67 2.59 0.18
H 6.34 -0.01 1.98 0.17
H 4.85 1.74 -1.46 0.18
H 4.65 -0.06 -2.07 0.20
H 4.50 -0.70 0.50 0.19
H 3.05 -1.51 -1.40 0.17
H 2.16 -1.73 0.15 0.18
H 1.20 0.09 -2.24 0.16
C -1.32 0.05 -1.51 0.00
C -2.53 0.57 -0.24 -0.05
H -2.75 -0.10 0.32 -0.01
H -2.41 1.64 0.03 0.13
C -3.71 0.61 -1.21 -0.14
C -5.08 1.24 -0.30 -0.25
C -5.87 0.22 0.15 -0.05
C -6.85 0.56 0.95 0.00
C -7.13 2.12 1.01 0.02
C -6.05 2.91 0.43 -0.11
C -5.09 2.42 -0.32 -0.20
H -4.40 3.10 -0.82 0.15
H -6.35 4.12 0.46 0.16
H -7.97 2.47 1.76 0.12
H -7.42 0.03 1.37 -0.02
H -5.58 -0.75 -0.06 0.10
H -3.84 -0.22 -1.92 0.10
H -3.53 1.32 -2.08 0.11
H -1.51 -0.95 -1.72 0.10
H -1.08 0.88 -1.91 0.04
H -2.52 -4.39 -0.49 0.13
H -2.03 -5.39 0.93 0.08
H -0.84 -4.90 -0.44 0.06
```

## Properties
**E_HOMO**: -8.19 eV
**E**: -39746.367 eV
**Strongest force on any atom**: 0.38021 Eh/bohr

4.
Formula: C22H34ClF3FeN3O6
Source: OMol25
Level of theory: ωB97M-V/def2-TZVPD

Structure (XYZ):
```
70
Properties=species:S:1:pos:R:3:lowdin_charge:R:1
O 0.25 -0.02 -1.75 -0.07
C 1.54 -0.26 -1.89 -0.37
C 1.74 -1.76 -2.20 -0.20
C 0.95 -2.71 -1.57 -0.04
H 0.26 -2.39 -0.78 0.09
C 1.03 -4.06 -1.95 -0.07
H 0.36 -4.78 -1.49 0.10
C 1.98 -4.44 -2.91 -0.10
H 2.08 -5.50 -3.18 0.10
C 2.82 -3.49 -3.50 -0.09
H 3.59 -3.80 -4.21 0.10
C 2.68 -2.14 -3.17 -0.04
H 3.30 -1.37 -3.63 0.11
H 1.91 0.29 -2.77 0.14
C 2.98 1.67 -0.76 -0.09
C 2.54 0.23 -0.68 -0.27
H 4.07 1.74 -0.63 0.08
H 2.54 2.27 0.04 0.04
H 2.71 2.09 -1.73 0.08
C 3.24 -0.69 0.00 -0.14
C 4.39 -0.46 0.94 -0.11
H 2.97 -1.74 -0.13 0.12
H 5.31 -0.98 0.63 0.08
H 4.14 -0.83 1.94 0.06
H 4.66 0.60 1.06 0.06
Fe 0.14 0.71 0.80 0.73
Cl 1.81 0.88 2.30 0.18
C -1.16 0.87 3.36 -0.35
O -1.36 1.41 2.25 -0.08
N -1.69 1.25 4.52 -0.17
C -2.50 2.45 4.62 -0.03
C -1.33 0.60 5.77 -0.03
H -0.47 0.02 3.44 0.08
H -2.70 2.83 3.62 0.09
H -2.00 3.21 5.23 0.09
H -3.45 2.20 5.13 0.09
H -0.85 -0.36 5.55 0.10
H -2.24 0.42 6.37 0.09
H -0.65 1.22 6.36 0.09
H -3.36 -2.33 -3.29 0.09
H -4.68 -1.90 -1.18 0.09
C -2.43 -2.17 -2.72 -0.04
C -3.72 -1.81 -0.65 -0.03
N -2.69 -1.35 -1.56 -0.17
H -1.70 -1.66 -3.36 0.09
C -2.16 -0.12 -1.43 -0.35
O -2.16 0.55 -0.39 -0.03
H -3.83 -1.09 0.18 0.10
H -1.74 0.23 -2.39 0.12
H -2.03 -3.14 -2.41 0.09
H -3.45 -2.79 -0.25 0.08
H -0.64 5.89 -0.28 0.10
H -1.60 5.42 -2.74 0.10
C 0.19 5.26 -0.64 -0.02
C -0.77 4.71 -2.85 -0.03
N -0.31 4.25 -1.55 -0.17
H 0.69 4.79 0.21 0.10
C -0.42 2.97 -1.19 -0.19
O 0.04 2.54 -0.08 -0.13
H -1.10 3.85 -3.44 0.10
H -0.92 2.30 -1.89 0.13
H 0.89 5.91 -1.17 0.09
H 0.04 5.21 -3.38 0.10
F -0.88 -3.99 3.23 0.13
C -1.08 -3.57 1.95 -0.47
F -0.10 -4.12 1.18 0.12
F -2.27 -4.10 1.53 0.10
C -1.12 -1.98 1.87 -0.52
O -1.88 -1.49 2.71 0.05
O -0.39 -1.42 0.98 -0.08
```

## Properties
**E_HOMO (spin up / spin down)**: -8.41 / -8.02 eV
**E**: -95183.474 eV
**Expectation value of S²**: 8.769
**Strongest force on any atom**: 0.05491 Eh/bohr
**Spin multiplicity**: 6

5.
Formula: C22H34N11SZr
Source: OMol25
Level of theory: ωB97M-V/def2-TZVPD

Structure (XYZ):
```
69
Properties=species:S:1:pos:R:3:lowdin_charge:R:1
Zr -0.02 -0.02 -0.05 1.43
C -4.44 1.17 -0.37 -0.07
C -2.99 1.16 -0.01 -0.31
N -2.30 0.01 0.11 -0.17
N -2.80 -1.14 0.04 0.02
C -1.69 -2.14 0.16 -1.00
N -2.38 -3.41 0.18 0.01
S -0.74 -1.93 1.75 0.34
C -2.24 2.31 0.30 -0.24
C -2.76 3.62 0.14 -0.03
C -2.01 4.71 0.50 -0.10
C -0.72 4.53 1.02 -0.10
C -0.26 3.23 1.11 -0.18
N -0.97 2.15 0.79 0.00
H -4.84 0.16 -0.28 0.05
H -4.61 1.50 -1.41 0.07
H -5.03 1.83 0.28 0.07
H -2.99 -3.46 -0.63 0.05
H -1.73 -4.18 0.17 0.03
H -3.75 3.75 -0.28 0.09
H -2.41 5.71 0.37 0.10
H -0.09 5.36 1.29 0.08
H 0.74 3.04 1.46 0.08
C 1.57 1.28 4.60 -0.07
N 2.65 0.80 3.76 -0.17
C 3.54 -0.12 4.45 -0.06
C 2.31 0.53 2.44 -0.42
N 1.13 0.54 1.97 0.04
N 3.43 0.29 1.64 0.13
C 3.38 -0.14 0.31 -0.50
N 4.60 0.02 -0.31 0.15
N 2.33 -0.60 -0.22 0.08
H 2.00 1.65 5.53 0.09
H 0.85 0.49 4.84 0.10
H 1.04 2.10 4.11 0.09
H 4.05 0.40 5.26 0.08
H 4.29 -0.52 3.77 0.07
H 2.99 -0.97 4.86 0.10
H 0.41 0.57 2.67 0.04
H 4.22 0.87 1.87 0.14
H 5.43 -0.14 0.24 0.09
H 4.66 -0.33 -1.26 0.10
H 2.47 -0.83 -1.20 0.05
N 0.50 1.12 -1.57 -0.21
C 1.15 2.24 -1.95 -0.45
C 0.78 2.96 -3.12 -0.07
C 1.43 4.11 -3.51 -0.14
C 2.51 4.62 -2.78 -0.16
C 2.91 3.93 -1.64 -0.14
C 2.25 2.78 -1.24 -0.09
H -0.06 2.58 -3.69 0.09
H 1.09 4.63 -4.40 0.08
H 3.02 5.52 -3.09 0.07
H 3.74 4.30 -1.05 0.08
H 2.58 2.27 -0.33 0.07
C 0.76 -2.16 -2.82 -0.08
C -0.18 -2.85 -1.81 -0.64
C 0.64 -3.91 -1.05 -0.07
C -1.26 -3.56 -2.66 -0.07
N -0.75 -1.82 -0.95 -0.21
H 0.77 -2.70 -3.77 0.07
H 1.79 -2.16 -2.46 0.05
H 0.44 -1.13 -3.00 0.06
H 1.24 -4.50 -1.76 0.07
H 0.03 -4.61 -0.48 0.06
H 1.31 -3.41 -0.35 0.06
H -0.79 -4.26 -3.36 0.07
H -1.81 -2.81 -3.24 0.09
H -1.97 -4.12 -2.07 0.05
```

## Properties
**Charge**: -1
**E_HOMO**: -2.98 eV
**E**: -51875.808 eV
**ΔE to the lowest compared entry with this formula, charge and spin**: 0.9082 eV
**Strongest force on any atom**: 0.02581 Eh/bohr

6.
Formula: C22H34N2O2S5V
Source: OMol25
Level of theory: ωB97M-V/def2-TZVPD

Structure (XYZ):
```
66
Properties=species:S:1:pos:R:3:lowdin_charge:R:1
V -0.66 0.35 0.32 0.30
C -3.17 -1.40 2.18 -0.40
C -2.25 -0.86 3.28 -0.41
S -1.41 0.60 2.64 0.89
C 0.02 0.86 3.73 -0.38
C 1.14 1.56 2.95 -0.41
S 0.67 2.15 1.29 0.95
C -0.54 3.47 1.66 -0.43
C -1.42 3.71 0.44 -0.41
S -2.10 2.20 -0.34 0.90
C -3.66 1.82 0.50 -0.43
C -4.04 0.39 0.10 -0.43
S -2.76 -0.88 0.46 0.86
H -4.20 -1.11 2.34 0.10
H -3.13 -2.49 2.16 0.10
H -1.52 -1.58 3.62 0.08
H -2.84 -0.54 4.15 0.11
H 0.35 -0.10 4.11 0.10
H -0.31 1.46 4.57 0.10
H 1.98 0.89 2.76 0.09
H 1.53 2.43 3.49 0.11
H 0.03 4.37 1.90 0.11
H -1.13 3.19 2.53 0.07
H -0.86 4.20 -0.36 0.10
H -2.26 4.36 0.69 0.11
H -4.42 2.51 0.14 0.11
H -3.55 1.94 1.58 0.07
H -4.19 0.32 -0.97 0.07
H -4.96 0.08 0.60 0.11
O 5.20 -2.97 1.23 -0.03
C 4.08 -3.54 1.85 -0.19
C 2.87 -2.74 1.44 -0.12
C 1.63 -2.95 2.03 0.04
C 0.57 -2.16 1.66 -0.08
N 0.67 -1.18 0.75 -0.01
C 1.85 -1.05 0.10 -0.17
C 2.96 -1.78 0.44 0.09
C 1.82 -0.10 -1.05 -0.17
C 2.83 -0.01 -1.97 0.10
C 2.71 0.85 -3.06 -0.11
C 3.81 0.94 -4.08 -0.18
O 4.52 -0.27 -4.03 -0.03
C 1.55 1.61 -3.16 0.05
C 0.56 1.46 -2.22 -0.13
N 0.67 0.61 -1.17 -0.10
H 5.99 -3.49 1.43 0.12
H 4.15 -3.54 2.94 0.15
H 3.92 -4.58 1.54 0.15
H 1.49 -3.73 2.78 0.14
H -0.40 -2.32 2.10 0.10
H 3.91 -1.63 -0.05 0.13
H 3.72 -0.62 -1.89 0.13
H 4.44 1.79 -3.82 0.15
H 3.38 1.14 -5.06 0.14
H 5.28 -0.24 -4.63 0.12
H 1.40 2.29 -3.99 0.15
H -0.36 2.01 -2.31 0.08
C -2.74 0.47 -3.80 -0.35
S -1.94 -0.66 -2.64 0.73
C -2.92 -2.16 -2.90 -0.36
H -2.59 0.10 -4.82 0.06
H -2.28 1.45 -3.70 0.03
H -3.81 0.54 -3.60 0.05
H -3.97 -1.98 -2.67 0.05
H -2.52 -2.93 -2.25 0.04
H -2.82 -2.48 -3.93 0.06
```

## Properties
**Charge**: +3
**E_HOMO (spin up / spin down)**: -16.57 / -16.59 eV
**E**: -110282.436 eV
**Expectation value of S²**: 2.025
**Strongest force on any atom**: 0.02119 Eh/bohr
**Spin multiplicity**: 3

7.
Formula: C22H34N2O4
Source: OMol25
Level of theory: ωB97M-V/def2-TZVPD

Structure (XYZ):
```
62
Properties=species:S:1:pos:R:3:lowdin_charge:R:1
C 7.33 0.63 0.31 -0.07
O 6.25 -0.19 -0.06 -0.10
C 4.98 0.24 0.19 -0.19
C 4.68 1.48 0.76 -0.01
C 3.38 1.86 0.96 -0.01
C 2.31 1.05 0.60 -0.05
C 0.95 1.60 0.87 -0.43
O 0.77 2.80 1.00 0.05
N -0.04 0.69 1.01 0.10
C -1.40 1.08 1.29 -0.10
C -2.45 0.72 0.21 -0.40
N -2.97 -0.64 0.45 -0.10
C -3.84 -1.18 -0.58 -0.21
C -4.72 -2.28 0.01 -0.18
C -3.84 -3.41 0.52 -0.21
C -2.82 -2.84 1.49 -0.18
C -2.05 -1.69 0.85 -0.19
C -3.63 1.69 0.41 -0.12
C -3.33 3.13 0.01 -0.19
C -2.79 3.20 -1.41 -0.19
C -1.53 2.35 -1.53 -0.18
C -1.85 0.90 -1.20 -0.12
C 2.59 -0.20 0.03 -0.14
O 1.56 -1.04 -0.33 -0.11
C 1.45 -1.32 -1.71 -0.05
C 3.92 -0.62 -0.15 -0.12
O 4.08 -1.86 -0.70 -0.08
C 5.18 -2.66 -0.33 -0.06
H 7.31 1.59 -0.22 0.10
H 8.22 0.08 0.03 0.10
H 7.34 0.82 1.39 0.10
H 5.48 2.15 1.04 0.10
H 3.15 2.83 1.40 0.12
H 0.18 -0.27 0.82 0.11
H -1.72 0.66 2.25 0.14
H -1.36 2.17 1.41 0.11
H -4.48 -0.40 -0.99 0.11
H -3.26 -1.62 -1.42 0.13
H -5.29 -1.86 0.84 0.12
H -5.42 -2.63 -0.75 0.11
H -4.45 -4.18 1.01 0.11
H -3.33 -3.88 -0.33 0.11
H -3.34 -2.46 2.37 0.12
H -2.12 -3.61 1.81 0.11
H -1.35 -1.32 1.60 0.11
H -1.47 -2.08 -0.01 0.12
H -3.93 1.65 1.46 0.12
H -4.48 1.35 -0.18 0.10
H -2.61 3.58 0.69 0.11
H -4.25 3.72 0.09 0.11
H -2.57 4.24 -1.67 0.11
H -3.55 2.84 -2.11 0.11
H -0.77 2.74 -0.85 0.10
H -1.14 2.41 -2.54 0.11
H -0.95 0.29 -1.29 0.10
H -2.57 0.54 -1.93 0.11
H 2.33 -1.83 -2.10 0.09
H 0.58 -1.97 -1.82 0.09
H 1.29 -0.39 -2.28 0.10
H 4.91 -3.68 -0.60 0.10
H 5.37 -2.60 0.74 0.10
H 6.09 -2.37 -0.87 0.09
```

## Properties
**SMILES**: COc1ccc(C(=O)NCC2(N3CCCCC3)CCCCC2)c(OC)c1OC
**E_HOMO**: -8.18 eV
**E**: -34535.649 eV
**ΔE to the lowest compared entry with this formula, charge and spin**: 2.9983 eV
**Strongest force on any atom**: 0.01386 Eh/bohr

Among the records above, which one has the lowest strongest force on any atom? C22H34N2O4

The lowest E belongs to which entry? C22H34N2O2S5V